{"formula": "C25H56I2N2O4P", "method": "ωB97M-V/def2-TZVPD", "symbols": ["C", "C", "C", "I", "C", "C", "O", "P", "I", "C", "C", "C", "C", "C", "C", "O", "C", "C", "O", "O", "H", "H", "H", "H", "H", "H", "H", "H", "H", "H", "H", "H", "H", "H", "H", "H", "H", "H", "H", "H", "H", "H", "H", "H", "H", "H", "C", "C", "N", "C", "C", "C", "C", "H", "H", "H", "H", "H", "H", "H", "H", "H", "H", "H", "H", "H", "H", "H", "C", "C", "N", "C", "C", "C", "C", "H", "H", "H", "H", "H", "H", "H", "H", "H", "H", "H", "H", "H", "H", "H"], "positions_angstrom": [[-3.533, -1.999, -4.054], [-2.165, -1.410, -3.675], [-2.101, 0.118, -3.326], [-4.049, 1.021, -2.995], [-1.237, 0.260, -2.070], [-1.212, 1.589, -1.316], [-0.268, 1.336, -0.290], [1.090, 0.529, -0.956], [0.452, -1.845, 0.081], [2.196, 0.830, 0.543], [1.661, 1.752, 1.653], [0.639, 1.143, 2.612], [1.161, -0.039, 3.437], [-0.027, -0.662, 4.225], [-0.466, -2.045, 3.729], [-1.883, -2.045, 3.467], [-2.262, -2.558, 2.265], [-1.675, -3.865, 1.767], [-3.094, -1.996, 1.615], [0.093, -0.030, -2.292], [-4.050, -1.442, -4.833], [-4.141, -2.125, -3.162], [-3.359, -3.005, -4.457], [-1.449, -1.615, -4.473], [-1.832, -1.937, -2.779], [-1.652, 0.607, -4.191], [-1.733, -0.407, -1.340], [-0.743, 2.389, -1.917], [-2.169, 1.953, -0.953], [1.475, 1.757, -1.610], [2.175, -0.113, -1.647], [2.459, -0.133, 0.971], [3.132, 1.237, 0.139], [2.533, 2.038, 2.266], [1.285, 2.681, 1.224], [0.313, 1.937, 3.294], [-0.253, 0.803, 2.079], [1.692, -0.775, 2.838], [1.831, 0.369, 4.204], [-0.899, -0.018, 4.087], [0.167, -0.665, 5.299], [-0.308, -2.768, 4.542], [0.130, -2.389, 2.885], [-2.481, -4.598, 1.752], [-1.337, -3.719, 0.742], [-0.819, -4.217, 2.343], [3.067, 3.796, 10.347], [3.363, 3.402, 8.906], [2.582, 2.268, 8.455], [3.060, 1.696, 7.206], [2.996, 2.563, 5.946], [1.141, 2.406, 8.576], [0.469, 3.589, 7.869], [3.178, 2.940, 11.014], [3.766, 4.570, 10.668], [2.060, 4.198, 10.463], [4.419, 3.126, 8.845], [3.234, 4.286, 8.263], [2.517, 0.764, 7.023], [4.101, 1.394, 7.361], [1.976, 2.669, 5.577], [3.573, 2.090, 5.148], [3.416, 3.557, 6.105], [0.896, 2.464, 9.641], [0.677, 1.477, 8.238], [1.002, 4.527, 8.034], [-0.544, 3.720, 8.257], [0.380, 3.429, 6.796], [-0.586, -2.793, -10.900], [-1.504, -2.022, -9.962], [-1.513, -2.552, -8.613], [-2.592, -2.027, -7.792], [-2.592, -0.529, -7.476], [-0.215, -2.649, -7.964], [0.618, -1.369, -7.823], [-0.824, -3.858, -10.888], [-0.712, -2.429, -11.921], [0.465, -2.670, -10.638], [-2.522, -2.092, -10.356], [-1.230, -0.956, -9.995], [-2.615, -2.588, -6.853], [-3.534, -2.271, -8.293], [-1.827, -0.268, -6.745], [-3.554, -0.249, -7.041], [-2.447, 0.084, -8.367], [0.382, -3.384, -8.512], [-0.358, -3.093, -6.976], [0.647, -0.792, -8.749], [1.648, -1.630, -7.571], [0.251, -0.725, -7.027]], "mulliken_charge": [-1.773, 0.529, -0.771, -0.034, 0.490, -0.822, -0.263, -0.290, -0.338, -1.060, -0.747, -0.593, 0.069, -0.783, -0.334, -0.366, 0.686, -0.788, -0.581, -0.225, 0.277, 0.541, 0.385, 0.029, 0.284, 0.447, 0.113, 0.258, 0.417, -0.126, 0.054, 0.379, 0.480, 0.349, 0.392, 0.106, 0.505, 0.584, -0.368, 0.401, 0.379, 0.207, 0.141, 0.365, 0.079, 0.299, -1.437, -0.334, 0.133, -0.853, -0.814, -0.673, -0.884, 0.329, 0.439, 0.292, 0.442, 0.264, 0.387, 0.364, 0.028, 0.410, 0.431, 0.364, 0.327, 0.240, 0.382, 0.195, -1.443, -0.341, 0.125, -0.727, -0.722, -0.711, -0.897, 0.334, 0.440, 0.293, 0.446, 0.269, 0.349, 0.339, -0.095, 0.391, 0.381, 0.380, 0.344, 0.253, 0.387, 0.194], "orbital_gap_ev": 7.288, "total_charge": -1, "spin_multiplicity": 1, "fmax_ha_per_bohr": 0.049, "e_tot_ev": -63494.893}

=====

{"formula": "C25H57Ba2N2O8", "method": "ωB97M-V/def2-TZVPD", "symbols": ["Ba", "Ba", "O", "C", "O", "O", "H", "C", "C", "O", "H", "H", "H", "H", "H", "H", "C", "C", "O", "H", "H", "H", "H", "H", "H", "C", "C", "O", "H", "H", "H", "H", "H", "H", "C", "C", "C", "C", "C", "C", "N", "O", "C", "C", "C", "H", "H", "H", "H", "H", "H", "H", "H", "H", "H", "H", "H", "H", "H", "H", "H", "H", "H", "H", "C", "C", "C", "C", "C", "C", "N", "O", "C", "C", "C", "H", "H", "H", "H", "H", "H", "H", "H", "H", "H", "H", "H", "H", "H", "H", "H", "H", "H", "H"], "positions_angstrom": [[-0.908, -4.243, 4.199], [0.437, -0.422, 6.272], [-0.568, -0.441, 1.845], [-0.130, -0.545, 3.082], [-0.393, -1.487, 3.900], [0.589, 0.370, 3.549], [-0.262, 0.382, 1.456], [4.890, -0.409, 3.975], [3.912, -1.052, 4.903], [3.019, 0.069, 5.132], [5.172, 0.615, 4.220], [4.476, -0.386, 2.966], [5.724, -1.110, 3.950], [4.443, -1.279, 5.827], [3.340, -1.878, 4.481], [2.546, 0.272, 4.322], [-2.914, 3.056, 1.180], [-2.130, 2.561, 2.377], [-2.404, 3.281, 3.540], [-2.559, 2.532, 0.293], [-2.580, 4.091, 1.107], [-3.989, 2.965, 1.031], [-1.070, 2.748, 2.207], [-2.374, 1.519, 2.584], [-3.283, 2.950, 3.739], [2.244, -2.385, 0.781], [1.164, -3.462, 1.133], [1.394, -3.934, 2.460], [3.272, -2.745, 0.813], [2.075, -1.586, 1.502], [2.044, -1.992, -0.216], [1.327, -4.322, 0.484], [0.197, -3.039, 0.860], [2.079, -4.603, 2.382], [-3.348, -1.730, 0.105], [-2.832, -2.619, -1.042], [-2.844, -4.095, -0.455], [-2.518, -5.154, -1.557], [-3.622, -5.027, -2.649], [-3.597, -3.595, -3.276], [-3.631, -2.566, -2.234], [-3.986, -1.211, -2.639], [-2.422, -3.523, -4.259], [-4.866, -3.572, -4.123], [-1.351, -2.179, -1.398], [-3.024, -2.092, 1.082], [-4.433, -1.720, 0.199], [-2.960, -0.712, 0.111], [-1.930, -4.146, 0.137], [-3.732, -4.350, 0.124], [-2.590, -6.162, -1.147], [-1.499, -4.896, -1.845], [-4.484, -5.239, -2.016], [-3.384, -5.778, -3.402], [-1.423, -3.485, -3.824], [-2.380, -4.324, -4.997], [-2.561, -2.630, -4.868], [-5.784, -3.728, -3.557], [-5.041, -2.628, -4.638], [-4.989, -4.352, -4.875], [-0.819, -1.679, -0.588], [-1.366, -1.701, -2.378], [-0.668, -3.007, -1.588], [-3.370, -1.050, -3.357], [3.070, 5.827, -2.338], [2.437, 5.001, -1.200], [0.865, 5.042, -1.346], [0.089, 3.974, -0.595], [0.602, 2.624, -1.044], [2.090, 2.426, -0.746], [2.857, 3.596, -1.342], [4.226, 3.510, -1.227], [2.408, 2.203, 0.763], [2.449, 1.213, -1.674], [2.849, 5.631, 0.099], [3.057, 5.376, -3.330], [4.108, 6.118, -2.177], [2.526, 6.771, -2.380], [0.425, 5.955, -0.945], [0.553, 4.926, -2.384], [-0.996, 4.078, -0.571], [0.302, 4.200, 0.450], [0.267, 2.172, -1.978], [0.116, 1.922, -0.366], [3.495, 2.173, 0.832], [2.035, 3.082, 1.289], [1.897, 1.293, 1.078], [1.897, 0.321, -1.376], [2.147, 1.463, -2.691], [3.498, 0.981, -1.491], [2.190, 5.396, 0.934], [3.003, 6.701, -0.038], [3.771, 5.288, 0.567], [4.441, 3.598, -2.158]], "mulliken_charge": [1.818, 1.824, 0.328, 0.804, -0.883, -0.988, -0.144, -1.124, -0.005, -0.534, 0.321, 0.282, 0.383, 0.323, 0.143, 0.356, -1.265, 0.493, -0.585, 0.212, 0.393, 0.469, -0.008, 0.049, 0.354, -0.818, 0.227, -0.492, 0.463, -0.016, 0.258, 0.532, -0.415, 0.322, -1.784, 1.920, -0.862, -0.887, -1.157, 1.192, 0.215, -0.414, -1.534, -1.770, -1.190, 0.298, 0.443, 0.302, -0.079, 0.588, 0.416, 0.302, 0.354, 0.539, 0.271, 0.417, 0.434, 0.416, 0.376, 0.419, -0.164, 0.361, 0.260, 0.384, -2.085, 1.670, -1.515, -0.642, -0.185, 1.408, 0.372, -0.497, -1.281, -1.735, -1.847, 0.407, 0.462, 0.485, 0.538, 0.375, 0.506, 0.120, 0.491, -0.524, 0.505, 0.266, 0.006, 0.092, 0.489, 0.465, 0.327, 0.438, 0.355, 0.392], "orbital_gap_ev": 1.595, "total_charge": 3, "spin_multiplicity": 1, "e_above_lowest_kcal_mol": 0.0, "fmax_ha_per_bohr": 0.075, "e_tot_ev": -47568.513}

=====

{"formula": "C25H57BrN3O8P", "method": "ωB97M-V/def2-TZVPD", "symbols": ["C", "O", "C", "C", "C", "C", "O", "O", "C", "O", "O", "C", "Br", "P", "O", "O", "O", "H", "H", "H", "H", "H", "H", "H", "H", "H", "H", "H", "H", "C", "C", "N", "C", "C", "C", "C", "H", "H", "H", "H", "H", "H", "H", "H", "H", "H", "H", "H", "H", "H", "H", "C", "C", "N", "C", "C", "C", "C", "H", "H", "H", "H", "H", "H", "H", "H", "H", "H", "H", "H", "H", "H", "H", "C", "C", "N", "C", "C", "C", "C", "H", "H", "H", "H", "H", "H", "H", "H", "H", "H", "H", "H", "H", "H", "H"], "positions_angstrom": [[-3.793, -5.517, 1.831], [-2.642, -5.316, 2.623], [-1.681, -4.552, 1.934], [-0.344, -4.699, 2.627], [0.791, -3.828, 2.063], [0.503, -2.369, 1.741], [1.765, -1.932, 1.162], [-0.429, -2.025, 0.737], [-0.422, -0.609, 0.808], [-0.908, 0.036, -0.019], [0.149, -0.178, 1.938], [0.307, -1.315, 2.823], [1.814, -0.986, 3.970], [-1.271, -1.247, 3.799], [-1.738, -2.525, 4.309], [-2.417, -0.490, 2.999], [-0.957, -0.285, 5.032], [-3.548, -6.231, 1.038], [-4.170, -4.591, 1.385], [-4.564, -5.943, 2.464], [-1.992, -3.504, 2.015], [-1.647, -4.775, 0.860], [-0.035, -5.738, 2.474], [-0.453, -4.601, 3.700], [1.570, -3.794, 2.820], [1.255, -4.298, 1.200], [1.856, -2.462, 0.354], [-3.077, -1.119, 2.665], [-1.796, 0.161, 5.248], [-0.425, -2.023, -2.868], [0.948, -1.716, -3.444], [1.795, -2.889, -3.565], [3.192, -2.569, -3.810], [3.548, -1.857, -5.119], [1.250, -3.987, -4.345], [0.836, -3.703, -5.794], [-0.349, -2.562, -1.923], [-0.968, -1.097, -2.676], [-1.028, -2.616, -3.559], [1.439, -1.012, -2.768], [0.823, -1.192, -4.404], [3.782, -3.487, -3.734], [3.537, -1.942, -2.980], [3.484, -2.525, -5.977], [4.579, -1.500, -5.072], [2.912, -0.990, -5.303], [0.375, -4.376, -3.816], [1.964, -4.815, -4.333], [0.235, -2.797, -5.883], [0.232, -4.532, -6.169], [1.696, -3.615, -6.456], [1.831, 1.257, -0.659], [2.558, 2.575, -0.870], [3.975, 2.406, -1.136], [4.735, 3.638, -1.031], [4.422, 4.765, -2.023], [4.307, 1.549, -2.260], [3.731, 1.908, -3.635], [2.331, 0.665, 0.112], [0.808, 1.417, -0.336], [1.794, 0.670, -1.578], [2.448, 3.164, 0.045], [2.049, 3.139, -1.667], [5.801, 3.400, -1.092], [4.591, 4.030, -0.019], [4.795, 4.544, -3.022], [4.913, 5.685, -1.697], [3.353, 4.972, -2.086], [3.983, 0.532, -2.016], [5.395, 1.475, -2.336], [2.664, 2.133, -3.592], [3.858, 1.062, -4.315], [4.246, 2.755, -4.087], [-1.888, 2.648, 2.074], [-3.034, 2.757, 3.068], [-3.274, 4.112, 3.524], [-4.137, 4.186, 4.690], [-5.584, 3.704, 4.548], [-3.530, 5.093, 2.484], [-4.696, 4.834, 1.523], [-0.980, 3.106, 2.470], [-1.675, 1.603, 1.870], [-2.127, 3.123, 1.121], [-2.771, 2.144, 3.936], [-3.935, 2.303, 2.626], [-4.141, 5.216, 5.059], [-3.663, 3.603, 5.488], [-6.192, 4.402, 3.974], [-6.042, 3.624, 5.537], [-5.647, 2.720, 4.081], [-2.620, 5.196, 1.887], [-3.661, 6.073, 2.949], [-4.695, 3.815, 1.135], [-4.618, 5.508, 0.666], [-5.662, 5.027, 1.988]], "mulliken_charge": [-0.742, -0.414, -0.120, -0.758, -0.763, 0.580, -0.572, -0.519, 0.414, -0.462, 0.027, 0.325, 0.014, 0.832, -0.681, -0.466, -0.496, 0.305, 0.280, 0.279, -0.074, 0.486, 0.468, 0.347, 0.244, 0.490, 0.383, 0.347, 0.314, -1.426, 0.903, 0.164, -0.518, -1.084, -0.746, -1.003, 0.167, 0.466, 0.386, -0.690, 0.215, 0.389, 0.194, 0.287, 0.440, 0.227, 0.385, 0.409, 0.259, 0.389, 0.260, -0.172, -0.891, 0.167, -0.693, -0.982, -0.617, -0.851, 0.322, 0.246, -0.527, 0.596, 0.262, 0.363, 0.426, 0.230, 0.404, 0.268, 0.207, 0.369, 0.195, 0.237, 0.346, -0.782, -0.270, 0.146, -0.668, -0.978, -0.687, -0.971, 0.312, -0.128, 0.376, 0.130, 0.194, 0.383, 0.362, 0.237, 0.403, 0.251, 0.372, 0.374, 0.250, 0.378, 0.270], "orbital_gap_ev": 8.226, "spin_multiplicity": 1, "fmax_ha_per_bohr": 0.063, "smiles": "COCCC[C@@]1(O)OC(=O)O[C@@]1(Br)P(=O)(O)O.CCN(CC)CC.CCN(CC)CC.CCN(CC)CC", "e_tot_ev": -127031.664}

=====

{"formula": "C25H57F5InN6O5P2", "method": "ωB97M-V/def2-TZVPD", "symbols": ["C", "C", "O", "C", "O", "C", "C", "C", "In", "C", "C", "O", "C", "C", "C", "C", "F", "F", "C", "F", "F", "F", "H", "H", "H", "H", "H", "H", "H", "H", "H", "H", "H", "H", "H", "H", "H", "H", "H", "H", "H", "H", "H", "O", "P", "N", "C", "C", "N", "C", "C", "N", "C", "C", "H", "H", "H", "H", "H", "H", "H", "H", "H", "H", "H", "H", "H", "H", "H", "H", "H", "H", "O", "P", "N", "C", "C", "N", "C", "C", "N", "C", "C", "H", "H", "H", "H", "H", "H", "H", "H", "H", "H", "H", "H", "H", "H", "H", "H", "H", "H"], "positions_angstrom": [[4.984, 3.993, 1.539], [4.683, 2.538, 0.813], [3.247, 2.130, 0.947], [3.122, 0.664, 0.976], [3.633, 0.017, 2.059], [2.473, -0.286, -0.197], [2.978, 0.285, -1.645], [2.152, 1.570, -2.228], [0.394, 2.257, -0.985], [0.079, 4.483, -1.514], [1.183, 5.409, -0.693], [1.581, 4.979, 0.521], [-1.453, 1.190, -1.847], [-2.199, 0.210, -0.765], [-3.521, 0.983, -0.114], [-3.130, 2.103, 1.023], [-2.086, 1.565, 1.972], [-2.606, 3.293, 0.284], [-4.437, 2.628, 1.914], [-3.883, 3.513, 2.992], [-5.308, 3.534, 1.076], [-5.224, 1.485, 2.451], [5.816, 4.520, 0.881], [3.983, 4.603, 1.507], [5.384, 3.839, 2.651], [4.898, 2.607, -0.358], [5.423, 1.753, 1.280], [2.985, -1.357, -0.066], [1.322, -0.473, -0.102], [3.059, -0.627, -2.399], [4.103, 0.652, -1.487], [1.750, 1.266, -3.301], [2.874, 2.489, -2.349], [0.577, 2.031, 0.789], [0.192, 4.596, -2.697], [-1.020, 4.787, -1.207], [1.564, 6.404, -1.207], [-1.198, 0.628, -2.862], [-2.253, 2.020, -2.150], [-2.638, -0.705, -1.389], [-1.440, -0.155, 0.070], [-4.226, 0.175, 0.399], [-4.164, 1.493, -0.975], [4.899, -1.935, -4.929], [3.681, -1.865, -5.882], [3.826, -3.541, -6.232], [3.711, -4.218, -7.512], [3.458, -4.434, -5.131], [4.577, -0.986, -7.079], [4.788, -1.404, -8.458], [5.786, -0.274, -6.635], [2.280, -1.785, -6.977], [1.824, -0.380, -7.155], [1.075, -2.490, -6.489], [2.715, -4.154, -7.958], [3.944, -5.287, -7.431], [4.433, -3.854, -8.238], [2.382, -4.418, -4.937], [3.960, -4.141, -4.204], [3.749, -5.475, -5.316], [5.590, -2.142, -8.530], [5.075, -0.548, -9.079], [3.883, -1.799, -8.923], [6.624, -0.966, -6.485], [5.601, 0.275, -5.701], [6.097, 0.484, -7.367], [1.534, 0.061, -6.194], [0.969, -0.329, -7.839], [2.589, 0.264, -7.597], [0.831, -2.195, -5.463], [1.184, -3.574, -6.518], [0.208, -2.281, -7.128], [-3.239, -2.937, 6.559], [-4.290, -1.881, 6.981], [-3.989, -0.973, 5.554], [-3.855, 0.465, 5.401], [-4.475, -1.590, 4.318], [-3.268, -1.262, 8.239], [-2.813, 0.115, 8.361], [-2.192, -2.137, 8.731], [-5.499, -0.668, 7.467], [-6.005, -0.941, 8.839], [-6.722, -0.649, 6.635], [-4.768, 1.021, 5.628], [-3.573, 0.741, 4.377], [-3.049, 0.872, 6.005], [-5.567, -1.588, 4.264], [-4.147, -2.631, 4.244], [-4.094, -1.091, 3.419], [-1.967, 0.313, 7.700], [-2.482, 0.321, 9.386], [-3.606, 0.841, 8.169], [-1.349, -2.165, 8.030], [-2.558, -3.160, 8.895], [-1.813, -1.799, 9.706], [-6.472, -1.931, 8.893], [-6.740, -0.187, 9.143], [-5.219, -0.904, 9.598], [-7.145, -1.654, 6.529], [-6.544, -0.245, 5.639], [-7.485, 0.008, 7.069]], "mulliken_charge": [-0.854, -0.177, -0.132, 0.404, -0.635, -0.319, 0.012, -0.416, 0.741, -0.680, 0.055, -0.500, -0.821, -0.289, -0.925, 0.811, -0.262, -0.256, 0.566, -0.246, -0.269, -0.197, 0.273, 0.210, 0.252, 0.182, 0.302, 0.345, 0.071, -0.132, 0.104, -0.102, 0.191, -0.373, 0.178, 0.196, 0.247, 0.170, 0.187, 0.293, 0.139, 0.335, 0.336, -0.767, 1.119, 0.002, -0.801, -1.003, 0.173, -1.286, -1.015, -0.165, -1.033, -1.081, 0.290, 0.378, 0.177, 0.288, 0.275, 0.353, 0.324, 0.409, 0.366, 0.302, 0.263, 0.327, 0.323, 0.398, 0.320, 0.363, 0.318, 0.388, -0.755, 0.755, 0.049, -0.111, -0.822, 0.186, -1.223, -0.973, -0.087, -1.064, -1.036, 0.245, -0.117, 0.071, 0.270, 0.270, 0.217, 0.347, 0.424, 0.366, 0.314, 0.290, 0.306, 0.366, 0.387, 0.325, 0.368, 0.237, 0.375], "orbital_gap_ev": 5.397, "total_charge": -1, "spin_multiplicity": 1, "fmax_ha_per_bohr": 0.182, "e_tot_ev": -83351.687}